# 1
Density functional theory data (wB97M-V/def2-TZVPD) for a structure of composition C3H8O2S at a distorted geometry.

Results
charge = 0
gap between HOMO and LUMO = 0.2848 Eh
HOMO = -8.95 eV
spin multiplicity = 1
LUMO level = -1.20 eV
energy above the lowest of the compared OMol25 structures with the same formula, charge and spin = 139.5 kcal per mole

Last column: Mulliken charge in e.
Atoms and positions in Å:
C -0.132 1.060 0.533  -0.285
C -0.339 -0.028 -0.522  0.085
C 0.000 -1.458 0.162  -0.854
H 1.398 2.714 0.834  0.353
H -0.813 0.707 1.381  0.212
H -0.489 1.923 0.051  0.367
H 0.663 -0.146 -1.276  0.293
H -1.743 0.427 -2.824  0.149
H -0.128 -2.259 -0.491  0.393
H -0.606 -1.620 1.062  0.376
H 1.585 -0.811 1.138  0.355
O 1.164 1.221 0.878  -0.651
O 1.377 -1.471 0.348  -0.536
S -1.937 -0.259 -1.274  -0.258

***

# 2
Density functional theory data (wB97M-V/def2-TZVPD) for a structure of composition C20H35F6LiN5P at a distorted geometry.

Results
charge = 0
gap between HOMO and LUMO = 0.3729 Eh
HOMO = -10.12 eV
spin multiplicity = 1
LUMO level = 0.03 eV
energy above the lowest of the compared OMol25 structures with the same formula, charge and spin = 47.5 kcal per mole

Last column: Mulliken charge in e.
Atoms and positions in Å:
Li 0.318 1.048 -1.112  0.984
P 3.302 0.899 -2.117  1.375
F 3.297 0.034 -3.518  -0.406
F 1.860 1.560 -2.475  -0.415
F 2.471 -0.282 -1.332  -0.488
F 3.436 1.828 -0.770  -0.318
F 4.767 0.250 -1.797  -0.371
F 3.981 2.084 -2.981  -0.373
C -0.502 2.529 4.180  -1.106
C 0.108 3.778 3.590  -0.414
C 1.412 3.589 2.880  -0.278
C 1.211 3.128 1.524  0.103
N 0.950 2.816 0.436  -0.407
H -1.387 2.823 4.744  0.389
H 0.150 1.982 4.861  0.312
H -0.941 1.916 3.392  0.218
H 0.344 4.499 4.373  0.345
H -0.638 4.223 2.933  0.316
H 2.178 2.933 3.296  0.257
H 1.808 4.587 2.693  0.331
C 1.139 -3.357 -1.681  -0.778
C 0.508 -3.665 -3.064  -0.680
C 0.538 -2.432 -4.021  -0.563
C 0.069 -1.234 -3.309  0.455
N -0.342 -0.311 -2.688  -0.536
H 0.701 -2.486 -1.193  -0.024
H 2.206 -3.340 -1.905  0.520
H 0.966 -4.198 -1.010  0.351
H -0.501 -4.018 -2.850  0.231
H 1.049 -4.522 -3.466  0.425
H -0.063 -2.517 -4.927  0.419
H 1.590 -2.415 -4.308  0.225
C -1.000 -4.200 0.892  -0.835
C -2.141 -3.583 0.030  -0.219
C -2.630 -2.170 0.553  -0.415
C -1.624 -1.104 0.371  0.084
N -0.800 -0.264 0.258  -0.298
H -0.776 -5.238 0.647  0.370
H -1.358 -4.115 1.918  0.385
H -0.064 -3.647 0.816  -0.111
H -2.946 -4.315 -0.035  0.399
H -1.741 -3.472 -0.978  -0.005
H -2.789 -2.191 1.631  0.336
H -3.519 -1.891 -0.012  0.298
C -4.889 1.701 -0.666  -1.038
C -4.800 2.279 -2.063  -0.376
C -3.584 3.317 -2.103  -0.508
C -2.217 2.901 -1.726  0.199
N -1.128 2.574 -1.478  -0.431
H -4.066 1.017 -0.460  0.153
H -5.628 0.901 -0.691  0.358
H -5.224 2.342 0.150  0.348
H -5.724 2.794 -2.327  0.317
H -4.654 1.481 -2.791  0.310
H -3.780 4.032 -1.304  0.258
H -3.507 3.751 -3.100  0.330
C 2.088 -1.592 2.082  -1.301
C 2.132 -0.037 2.106  0.669
C 3.554 0.568 2.187  -0.261
C 4.557 -0.059 1.354  -0.112
N 5.403 -0.560 0.740  -0.511
H 2.551 -1.951 1.163  0.327
H 1.074 -1.986 2.158  0.275
H 2.571 -1.958 2.988  0.389
H 1.466 0.444 2.822  0.133
H 1.750 0.326 1.152  -0.363
H 3.808 0.524 3.246  0.539
H 3.652 1.650 2.091  0.206

***

# 3
Density functional theory data (wB97M-V/def2-TZVPD) for a structure of composition C19H39AlF3NO4 at a distorted geometry.

Results
charge = -1
gap between HOMO and LUMO (spin up / spin down) = 0.2407 / 0.2214 Eh
HOMO (spin up / spin down) = -4.29 / -4.29 eV
expectation value of S² = 0.755
spin multiplicity = 2
LUMO level (spin up / spin down) = 2.26 / 1.74 eV

Last column: Mulliken charge in e.
Atoms and positions in Å:
C 4.681 1.547 -0.015  -0.857
C 3.375 1.571 0.987  0.327
O 3.214 2.809 1.763  -0.410
C 2.955 3.980 0.912  -0.381
C 1.476 4.019 0.207  -0.378
O 1.328 3.166 -0.984  -0.343
C 0.091 2.352 -0.821  -0.201
C -0.035 1.148 -1.968  -0.653
O 0.712 -0.015 -1.453  -0.274
C 0.260 -1.275 -2.117  -0.184
Al 1.686 -1.694 -3.554  0.368
C 3.537 -1.442 -2.696  0.029
C 4.800 -1.926 -3.631  -0.795
C 5.142 -0.922 -4.889  0.786
F 5.801 -1.783 -5.938  -0.310
F 6.112 0.155 -4.507  -0.277
F 3.956 -0.316 -5.540  -0.224
H 4.246 1.462 -1.123  0.193
H 5.272 2.584 0.009  0.270
H 5.383 0.618 0.145  0.261
H 2.433 1.236 0.379  -0.186
H 3.568 0.705 1.787  0.299
H 3.001 4.929 1.635  0.293
H 3.774 4.181 0.088  0.197
H 0.614 3.794 0.968  0.252
H 1.321 5.141 -0.172  0.264
H 0.142 1.785 0.220  0.241
H -0.870 3.053 -0.867  0.246
H 0.389 1.580 -2.986  0.307
H -1.189 0.966 -2.104  0.264
H -0.762 -1.093 -2.706  0.133
H 0.069 -2.154 -1.369  -0.008
H 1.530 -0.534 -4.664  -0.319
H 1.480 -3.084 -4.285  -0.397
H 3.549 -2.100 -1.702  0.284
H 3.610 -0.322 -2.325  -0.391
H 4.685 -3.066 -3.959  0.265
H 5.759 -1.914 -2.922  0.270
C -3.340 -3.078 2.662  -1.803
C -2.399 -1.897 2.291  1.831
C -2.246 -0.941 3.507  -1.224
C -3.466 -0.059 3.752  -0.519
C -3.873 0.679 2.481  -1.174
C -4.078 -0.262 1.268  1.696
N -2.926 -1.205 1.066  -0.003
O -1.867 -0.469 0.504  -0.077
C -5.395 -1.063 1.447  -1.702
C -4.360 0.617 0.004  -1.723
C -1.016 -2.588 2.050  -1.824
H -3.765 -3.546 1.767  0.356
H -2.805 -3.869 3.201  0.475
H -4.158 -2.784 3.322  0.319
H -1.376 -0.287 3.356  0.362
H -2.036 -1.519 4.416  0.340
H -4.302 -0.657 4.131  0.305
H -3.234 0.670 4.538  0.374
H -4.791 1.248 2.679  0.376
H -3.099 1.425 2.251  0.317
H -5.511 -1.816 0.658  0.373
H -6.268 -0.401 1.391  0.435
H -5.478 -1.563 2.410  0.297
H -3.562 1.341 -0.195  0.177
H -5.278 1.204 0.132  0.432
H -4.491 -0.005 -0.889  0.455
H -1.059 -3.272 1.194  0.444
H -0.712 -3.175 2.926  0.485
H -0.208 -1.868 1.877  0.238